{
  "formula": "C22H44INO9S",
  "method": "ωB97M-V/def2-TZVPD",
  "homo_energy_ev": -9.4,
  "multiplicity": 1,
  "total_charge": 0,
  "energy_ha": -2292.33954,
  "elements": ["H", "H", "C", "C", "H", "C", "H", "H", "H", "H", "C", "H", "H", "O", "H", "H", "C", "H", "H", "S", "H", "H", "H", "O", "C", "H", "C", "H", "H", "C", "H", "H", "I", "C", "O", "H", "C", "C", "H", "H", "C", "O", "O", "C", "C", "C", "H", "H", "H", "H", "C", "H", "H", "N", "H", "C", "O", "H", "O", "C", "H", "C", "H", "O", "C", "C", "H", "H", "O", "H", "H", "H", "H", "H", "H", "H", "H", "C"],
  "coordinates": [[-1.05782, 8.16071, 1.71985], [-2.82371, 0.29549, 0.36485], [-0.93120, -0.34511, -0.25323], [5.62608, -4.24725, 5.19956], [2.34590, -2.29223, -2.71974], [-0.09351, -3.65283, -3.25674], [4.53629, -5.16395, -0.47142], [6.14380, -3.85912, -2.08935], [-5.58511, 4.44397, 0.41648], [-1.59816, -2.25849, -2.67985], [-2.09180, 0.59537, -0.37252], [-6.59415, 3.02741, -1.80357], [3.42952, -4.30655, 5.35286], [-1.55361, -6.46021, -1.36758], [-3.61808, 7.29625, 3.12729], [-2.28068, -3.75373, 0.00223], [4.21987, -4.21043, 4.61020], [-2.05735, 10.35266, 1.29031], [0.74556, -2.37226, 0.63411], [-1.49593, -5.12159, -1.80319], [-0.15623, -0.14406, -0.98522], [-3.37993, 10.01005, 2.40976], [-5.72477, 3.32732, -3.31210], [-1.44862, -1.67225, -0.30640], [-1.31207, -3.99844, -0.39466], [1.30359, -1.95568, -0.83084], [-0.59172, -2.49552, -2.38128], [7.30800, -3.03223, 4.48939], [4.85913, -2.63533, -2.07253], [-0.58690, -2.68260, -0.86221], [6.76201, -4.27297, 3.34585], [-0.00214, -1.62499, -2.62877], [-0.24500, -5.10087, 1.09521], [-1.93313, 8.41008, 2.32372], [1.13292, -3.49597, -3.87574], [-4.62594, 5.29104, -2.34767], [-2.95678, 7.28568, 2.25448], [-4.79491, 4.52722, -0.33731], [-0.79438, -3.75846, -4.06970], [4.05793, -2.84811, -4.13058], [-5.65804, 3.39748, -2.22743], [-3.74713, 7.52954, 1.08682], [-4.12661, 3.26101, -0.43103], [2.25816, -3.33795, -3.02684], [-4.48101, 2.61864, -1.65711], [-2.69760, 9.56443, 1.68268], [-3.61477, 2.65985, -2.32793], [5.57895, -3.89641, 0.10789], [3.90324, -3.53782, -0.11946], [3.90906, -2.06043, 4.59056], [4.20945, -2.86279, 3.90777], [3.27081, -4.34827, -4.60937], [4.10129, -5.01429, 3.87994], [0.73861, -2.63790, -0.34371], [-6.25428, 5.44797, -1.68124], [6.43252, -3.55665, 4.10626], [-2.58727, -4.70195, -2.61470], [-2.49980, 6.29835, 2.17928], [5.55194, -2.61400, 3.48458], [4.72637, -4.10097, -0.53124], [3.54805, -2.84458, 3.03978], [3.53625, -3.72986, -3.76442], [-4.08850, 5.28920, -0.01341], [-0.09608, -4.92492, -2.54371], [-5.37474, 4.80761, -1.71586], [-3.48467, 8.84708, 0.59491], [-0.48038, -0.19354, 0.72503], [-1.82313, 1.62287, -0.18418], [4.39730, -4.46757, -2.92449], [2.21707, -3.94137, -2.13133], [-2.58514, 0.48014, -1.32524], [-1.59851, 8.61373, 3.33942], [-2.90040, 8.76178, -0.32773], [5.98614, -5.25038, 5.42091], [5.66026, -3.66191, 6.12106], [-4.42990, 9.33759, 0.36120], [-4.71899, 1.57274, -1.46147], [5.08459, -3.68843, -1.95008]],
  "atomic_forces_ev_per_a": [[0.0, 0.0, 0.0], [-0.2, 0.1, 0.3], [-0.1, 0.0, 0.6], [0.0, 0.1, 0.0], [-0.2, 0.2, 0.1], [0.2, 0.3, -0.7], [-0.2, -0.2, -0.1], [0.3, 0.1, -0.2], [0.0, 0.1, 0.0], [-0.4, -0.1, 0.0], [-0.3, -0.4, 0.1], [0.0, 0.0, 0.0], [0.0, 0.0, 0.0], [0.5, -1.0, 0.5], [0.0, 0.0, 0.0], [-0.4, 0.0, 0.0], [0.0, -0.2, -0.1], [0.0, 0.0, 0.0], [-0.1, -0.3, 0.1], [-0.4, -0.7, 0.5], [0.1, -0.1, -0.4], [0.0, 0.0, 0.0], [0.0, 0.0, 0.0], [0.2, -0.2, -0.2], [1.1, -0.2, -0.8], [0.0, 0.0, -0.1], [0.4, -0.3, 0.1], [0.0, 0.1, 0.0], [0.1, 0.3, -0.2], [-0.5, 0.3, 0.7], [0.0, 0.0, 0.0], [0.3, 0.3, 0.0], [-0.2, 0.2, 0.3], [0.1, 0.0, -0.1], [-0.2, -0.2, 0.3], [0.0, 0.0, 0.0], [-0.1, 0.0, 0.1], [0.0, -0.1, 0.1], [-0.1, -0.1, -0.3], [0.1, 0.2, -0.2], [-0.1, 0.0, 0.1], [0.1, 0.1, 0.0], [0.0, 0.0, -0.1], [0.5, 0.4, 0.0], [0.1, 0.1, 0.0], [-0.1, 0.0, 0.1], [-0.1, -0.1, -0.1], [0.2, 0.1, 0.2], [-0.5, 0.0, 0.0], [-0.1, 0.0, 0.0], [0.0, 0.2, 0.1], [0.0, -0.3, -0.2], [0.0, 0.0, 0.0], [0.5, 0.4, -0.2], [0.0, 0.0, 0.0], [0.0, -0.1, -0.1], [-0.1, 1.1, -0.6], [0.0, 0.0, 0.0], [0.0, -0.1, 0.1], [0.5, 0.1, 0.0], [0.0, 0.0, 0.0], [0.0, 0.0, 0.3], [0.0, 0.0, 0.0], [-0.7, 0.5, 0.3], [0.1, 0.0, -0.1], [0.1, -0.1, -0.1], [0.3, 0.0, 0.2], [0.1, 0.3, -0.1], [0.0, 0.0, -0.1], [-0.4, -0.3, 0.2], [0.0, 0.2, -0.5], [0.0, 0.0, 0.0], [0.0, 0.1, 0.0], [0.0, 0.0, 0.0], [0.0, 0.0, 0.0], [0.0, -0.1, 0.0], [0.0, 0.0, 0.0], [-0.3, -0.5, 0.3]],
  "lowdin_charge": [0.114, 0.088, -0.264, -0.170, 0.118, -0.348, 0.081, 0.113, 0.121, 0.133, -0.065, 0.114, 0.112, -0.311, 0.118, 0.076, -0.173, 0.111, 0.067, 0.523, 0.112, 0.113, 0.111, -0.112, -0.624, 0.077, -0.029, 0.115, 0.113, -0.597, 0.114, 0.128, 0.981, -0.171, -0.033, 0.114, -0.204, -0.193, 0.152, 0.121, -0.168, -0.160, -0.152, -0.167, -0.226, -0.172, 0.117, 0.069, 0.055, 0.117, -0.209, 0.130, 0.113, 0.055, 0.112, -0.205, -0.239, 0.117, -0.147, -0.064, 0.108, -0.175, 0.099, -0.150, -0.167, -0.203, 0.117, 0.082, -0.141, 0.120, 0.067, 0.111, 0.117, 0.111, 0.113, 0.116, 0.111, -0.258]
}